No. 1
# C4H5NO2

A single C4H5NO2 molecule (ωB97M-V with the def2-TZVPD basis set, the OMol25 dataset).

Bonds (Å) are listed after each position.
CARTESIAN COORDINATES (ANGSTROEM)
1 O 2.648 -0.432 -0.712  C2 1.207
2 C 1.471 -0.205 -0.864  O1 1.207, C3 1.488, H8 1.104
3 C 0.678 0.432 0.223  C2 1.488, C4 1.436, H9 1.087
4 C -0.567 1.125 0.038  C3 1.436, N5 1.486, H10 1.095, H11 1.090
5 N -1.291 0.175 0.922  C4 1.486, C6 1.318
6 C -1.185 -1.098 0.597  N5 1.318, O7 1.247, H12 1.101
7 O -0.245 -1.669 0.008  C6 1.247
8 H 0.946 -0.363 -1.821  C2 1.104
9 H 1.166 0.490 1.192  C3 1.087
10 H -0.937 1.135 -0.993  C4 1.095
11 H -0.636 2.114 0.492  C4 1.090
12 H -2.048 -1.702 0.918  C6 1.101

The orbital gap (alpha / beta) is 8.1 / 8.1 eV. The value obtained for the energy above the lowest of the compared OMol25 structures with the same formula, charge and spin is 87.42 kcal/mol. The value obtained for the electronic energy is -9810.5238 eV.

How is the electron density shared among the atoms? According to natural (NBO), the charges in e are: number 1, O, carries -0.4906; number 2, C, carries 0.3766; number 3, C, carries 0.0674; number 4, C, carries -0.3316; number 5, N, carries -0.4887; number 6, C, carries 0.4630; number 7, O, carries -0.6085; number 8, H, carries 0.1363; number 9, H, carries 0.2344; number 10, H, carries 0.2125; number 11, H, carries 0.2482; number 12, H, carries 0.1809

No. 2
# C6H16Si

A single C6H16Si molecule (ωB97M-V with the def2-TZVPD basis set, the OMol25 dataset).

Bonds (Å) are listed after each position.
CARTESIAN COORDINATES (ANGSTROEM)
1 C -0.983 0.988 -2.001  C5 1.517, H8 1.157, H9 1.221, H10 1.048
2 C 1.374 0.072 -1.585  C5 1.490, H11 1.109, H12 1.026, H13 1.149
3 C 0.422 1.633 0.783  C6 1.476, H14 1.010, H15 1.074, H16 1.074
4 C -1.100 -1.939 2.294  Si7 1.868, H17 1.178, H18 1.082, H19 1.077
5 C -0.073 0.051 -1.231  C1 1.517, C2 1.490, C6 1.634, H20 1.149
6 C -0.225 0.374 0.363  C3 1.476, C5 1.634, Si7 1.971, H21 1.013
7 Si 0.367 -1.180 1.421  C4 1.868, C6 1.971, H22 1.521, H23 1.530
8 H -0.852 2.070 -1.612  C1 1.157
9 H -0.413 1.146 -3.069  C1 1.221
10 H -1.957 0.682 -2.235  C1 1.048
11 H 1.650 1.139 -1.453  C2 1.109
12 H 1.939 -0.472 -0.924  C2 1.026
13 H 1.475 -0.290 -2.671  C2 1.149
14 H 1.422 1.553 0.903  C3 1.010
15 H 0.258 2.378 0.028  C3 1.074
16 H 0.065 1.977 1.736  C3 1.074
17 H -0.867 -2.878 2.966  C4 1.178
18 H -1.888 -1.480 2.877  C4 1.082
19 H -1.510 -2.364 1.393  C4 1.077
20 H -0.456 -1.013 -1.435  C5 1.149
21 H -1.206 0.526 0.561  C6 1.013
22 H 0.959 -2.466 0.863  Si7 1.521
23 H 1.598 -0.507 2.030  Si7 1.530

The orbital gap is 10.5 eV. As for the SMILES: C[SiH2][C@@H](C)C(C)C. The value obtained for the energy above the lowest of the compared OMol25 structures with the same formula, charge and spin is 49.23 kcal/mol. The value obtained for the electronic energy is -14357.2895 eV.

How is the electron density shared among the atoms? According to natural (NBO), the charges in e are: number 1, C, carries -0.6084; number 2, C, carries -0.6077; number 3, C, carries -0.6128; number 4, C, carries -1.1130; number 5, C, carries -0.2008; number 6, C, carries -0.5737; number 7, Si, carries 1.1019; number 8, H, carries 0.2039; number 9, H, carries 0.1926; number 10, H, carries 0.2198; number 11, H, carries 0.2016; number 12, H, carries 0.2071; number 13, H, carries 0.2120; number 14, H, carries 0.2021; number 15, H, carries 0.2002; number 16, H, carries 0.2133; number 17, H, carries 0.2460; number 18, H, carries 0.2460; number 19, H, carries 0.2316; number 20, H, carries 0.1913; number 21, H, carries 0.2090; number 22, H, carries -0.1709; number 23, H, carries -0.1914

No. 3
# C11H21BBrNO10P

2 unconnected molecules or ions with the total composition C11H21BBrNO10P (ωB97M-V with the def2-TZVPD basis set, the OMol25 dataset).

Bonds (Å) are listed after each position.
CARTESIAN COORDINATES (ANGSTROEM)
1 N 2.331 -1.763 0.734  C2 1.406, H19 1.014, H20 1.014
2 C 1.097 -1.094 0.831  N1 1.406, O3 1.212, C4 1.496
3 O 0.576 -0.894 1.906  C2 1.212
4 C 0.407 -0.660 -0.424  C2 1.496, C5 1.542, H21 1.076, H22 1.076
5 C -0.725 -1.683 -0.647  C4 1.542, B6 1.646, H23 1.084, H24 1.087
6 B -2.073 -0.953 -1.246  C5 1.646, O7 1.487, O18 1.491, H25 1.225
7 O -3.273 -1.832 -1.263  B6 1.487, C8 1.393
8 C -3.703 -1.879 0.060  O7 1.393, C9 1.511, C13 1.568, H26 1.087
9 C -5.164 -2.261 0.110  C8 1.511, C10 1.495, H27 1.071, H28 1.080
10 C -5.638 -2.864 1.394  C9 1.495, O11 1.198, Br12 1.984
11 O -6.665 -2.603 1.951  C10 1.198
12 Br -4.492 -4.288 2.167  C10 1.984
13 C -3.238 -0.526 0.701  C8 1.568, P14 1.827, O18 1.424, H29 1.090
14 P -4.469 0.730 1.196  C13 1.827, O15 1.453, O16 1.585, O17 1.618
15 O -5.733 0.265 1.740  P14 1.453
16 O -4.671 1.694 -0.045  P14 1.585, H30 0.959
17 O -3.652 1.633 2.262  P14 1.618, H31 0.963
18 O -2.496 0.135 -0.319  B6 1.491, C13 1.424
19 H 2.179 -2.600 0.182  N1 1.014
20 H 2.535 -2.085 1.673  N1 1.014
21 H 1.102 -0.695 -1.245  C4 1.076
22 H 0.032 0.337 -0.271  C4 1.076
23 H -0.899 -2.196 0.292  C5 1.084
24 H -0.379 -2.444 -1.343  C5 1.087
25 H -1.865 -0.559 -2.388  B6 1.225
26 H -3.114 -2.636 0.571  C8 1.087
27 H -5.810 -1.439 -0.125  C9 1.071
28 H -5.288 -2.999 -0.669  C9 1.080
29 H -2.549 -0.657 1.536  C13 1.090
30 H -3.857 2.186 -0.168  O16 0.959
31 H -2.716 1.462 2.116  O17 0.963
32 C 6.477 2.270 -2.452  C33 1.514, H39 1.091, H40 1.090, H41 1.089
33 C 6.419 1.481 -1.161  C32 1.514, O34 1.431, H42 1.089, H43 1.089
34 O 5.719 2.199 -0.140  C33 1.431, C35 1.336
35 C 4.387 2.115 -0.210  O34 1.336, O36 1.198, O37 1.330
36 O 3.764 1.500 -1.028  C35 1.198
37 O 3.880 2.831 0.789  C35 1.330, C38 1.432
38 C 2.449 2.866 0.819  O37 1.432, H44 1.087, H45 1.089, H46 1.086
39 H 6.900 3.260 -2.273  C32 1.091
40 H 7.093 1.752 -3.187  C32 1.090
41 H 5.480 2.405 -2.869  C32 1.089
42 H 7.422 1.321 -0.769  C33 1.089
43 H 5.960 0.505 -1.312  C33 1.089
44 H 2.031 1.862 0.802  C38 1.087
45 H 2.071 3.446 -0.021  C38 1.089
46 H 2.159 3.357 1.744  C38 1.086

The net charge is -1. The orbital gap is 7.7 eV. The value obtained for the electronic energy is -113726.9698 eV.

How is the electron density shared among the atoms? According to natural (NBO), the charges in e are: number 1, N, carries -0.8495; number 2, C, carries 0.7068; number 3, O, carries -0.6347; number 4, C, carries -0.5034; number 5, C, carries -0.6817; number 6, B, carries 0.6270; number 7, O, carries -0.7018; number 8, C, carries 0.0886; number 9, C, carries -0.5537; number 10, C, carries 0.5841; number 11, O, carries -0.4838; number 12, Br, carries -0.1265; number 13, C, carries -0.3293; number 14, P, carries 2.3316; number 15, O, carries -1.1029; number 16, O, carries -0.9716; number 17, O, carries -0.9910; number 18, O, carries -0.7471; number 19, H, carries 0.3745; number 20, H, carries 0.3671; number 21, H, carries 0.2080; number 22, H, carries 0.2299; number 23, H, carries 0.1909; number 24, H, carries 0.1945; number 25, H, carries -0.1208; number 26, H, carries 0.1728; number 27, H, carries 0.2583; number 28, H, carries 0.2584; number 29, H, carries 0.2034; number 30, H, carries 0.5051; number 31, H, carries 0.4976; number 32, C, carries -0.6369; number 33, C, carries -0.0714; number 34, O, carries -0.5008; number 35, C, carries 0.9788; number 36, O, carries -0.6339; number 37, O, carries -0.4977; number 38, C, carries -0.2581; number 39, H, carries 0.2068; number 40, H, carries 0.2114; number 41, H, carries 0.2272; number 42, H, carries 0.1822; number 43, H, carries 0.2007; number 44, H, carries 0.2112; number 45, H, carries 0.1863; number 46, H, carries 0.1929

- Among the records above, which one has the highest electronic energy?
  C4H5NO2

- What is the electronic energy in the first record?
  -9810.5238 eV

- What is the electronic energy in the third record?
  -113726.9698 eV